69
Properties=species:S:1:pos:R:3:lowdin_charge:R:1 method="wB97M-V/def2-TZVPD" fmax_ev_per_a=6.43 homo_ev="-9.970 / -9.970" lumo_ha="-0.11809 / -0.11809" total_charge=+1
Nb -2.3772 -0.6773 -0.4582 1.88
N 4.3391 1.7671 -1.4159 0.21
C 3.2724 1.0450 -0.5461 -0.24
C 4.0078 -0.1473 0.0435 -0.12
C 4.1599 -0.0859 1.5506 -0.41
N 2.9870 -0.6753 2.1534 0.07
C 4.5495 1.3173 2.0207 -0.10
C 3.4084 2.3082 1.7255 -0.38
N 2.5046 2.2585 2.8712 0.03
C 2.6138 2.0258 0.4347 -0.10
H 4.5065 1.2158 -2.2701 0.17
H 5.2134 1.9606 -0.8792 0.17
H 3.9142 2.6542 -1.7521 0.17
H 2.4628 0.7311 -1.2475 0.15
H 5.0362 -0.1746 -0.3525 0.12
H 3.5398 -1.0757 -0.2632 0.12
H 4.9956 -0.7634 1.7771 0.15
H 2.4274 0.0440 2.6277 0.07
H 3.2666 -1.3975 2.7973 0.08
H 5.4375 1.6733 1.4674 0.11
H 4.8260 1.3162 3.0866 0.13
H 3.8288 3.3516 1.6470 0.14
H 1.6386 2.7799 2.7318 0.10
H 2.9685 2.6123 3.7050 0.09
H 2.3294 2.9319 -0.1214 0.12
H 1.6802 1.5101 0.6577 0.12
O -3.5401 0.6607 2.2903 -0.31
S -4.5060 0.9013 1.2283 0.55
O -5.9301 0.8052 1.4445 -0.28
O -4.3369 -0.1584 0.1468 -0.49
C -4.1718 2.6001 0.4471 -0.15
C -5.3363 3.3436 0.2641 -0.06
C -5.3822 4.5557 -0.4427 -0.05
C -4.3077 4.9662 -1.1923 -0.05
C -3.0936 4.2656 -1.0490 -0.06
C -2.9858 3.1080 -0.2530 -0.22
S -1.6120 2.0780 -0.7598 0.62
O -2.2284 1.1419 -1.7817 -0.40
O -0.4539 2.9671 -0.8036 -0.29
O -1.3141 1.0445 0.3267 -0.48
H -6.3190 2.9477 0.6158 0.13
H -6.3003 5.1359 -0.3089 0.12
H -4.3089 5.8458 -1.8543 0.12
H -2.2087 4.5950 -1.6556 0.13
C -3.9410 -3.2624 -0.3482 0.02
C -4.0830 -2.5000 -1.7065 -0.47
O -4.8541 -2.5208 -2.6202 0.17
O -2.9671 -1.5986 -1.8937 -0.30
H -4.7950 -3.9244 -0.3168 0.09
H -4.0154 -2.5405 0.5104 0.08
H -3.0455 -3.9196 -0.3144 0.10
C -0.2847 -3.6888 1.9068 -0.04
C 0.0378 -3.7767 0.4228 -0.21
C 0.8731 -4.7897 0.0057 -0.07
C 1.5698 -4.7381 -1.2184 -0.07
C 1.1835 -3.8333 -2.1888 -0.06
C 0.4127 -2.7260 -1.8312 -0.21
C 0.4955 -1.4546 -2.6449 -0.05
C -0.2316 -2.7401 -0.5582 -0.34
N -0.8858 -1.7074 -0.1009 -0.13
H -1.2013 -4.2249 2.1204 0.07
H -0.3248 -2.6736 2.2837 0.07
H 0.5036 -4.2332 2.4524 0.08
H 0.9361 -5.6960 0.6129 0.12
H 2.3666 -5.4629 -1.4404 0.11
H 1.5403 -3.8818 -3.1973 0.10
H 1.2664 -1.5582 -3.4324 0.08
H 0.7209 -0.5977 -1.9896 0.05
H -0.4777 -1.2604 -3.1669 0.09

25
Properties=species:S:1:pos:R:3:lowdin_charge:R:1 method="wB97M-V/def2-TZVPD" smiles="CC1=C2C(=O)NC=N[N@@H+]2C[C@H]1CO" fmax_ev_per_a=3.75 homo_ev=-14.064 lumo_ha=-0.13914 total_charge=+1
C -3.2508 1.4060 -0.0672 -0.10
C -1.1416 -0.2889 0.2759 -0.06
C -0.0182 -0.8641 -0.1432 -0.12
C -2.4585 -0.8870 0.3497 -0.36
C 0.0461 1.3011 -0.8565 -0.06
C 1.0033 0.1829 -0.5562 -0.22
C 0.1220 -2.3461 -0.3232 0.02
C 2.0160 0.4650 0.5171 -0.17
N -2.0990 1.9258 -0.1043 0.11
N -3.5154 0.0431 0.1149 0.15
N -0.9437 1.1460 0.1900 -0.05
O -2.5965 -2.0815 0.3925 0.14
O 1.2663 0.6852 1.7565 -0.07
H -4.0886 1.9657 -0.4274 0.14
H 0.4816 2.3260 -0.9513 0.17
H -0.3730 1.1441 -1.7874 0.13
H 1.6514 -0.1900 -1.4053 0.19
H 0.8107 -2.6913 -1.0679 0.08
H -0.8755 -2.6782 -0.7561 0.12
H 0.4077 -2.6385 0.6967 0.12
H 2.7090 1.4002 0.2233 0.18
H 2.6693 -0.4249 0.7443 0.14
H -4.4011 -0.2660 -0.3170 0.18
H -0.7338 1.7243 1.0687 0.23
H 1.9793 0.8885 2.3693 0.10

18
Properties=species:S:1:pos:R:3:lowdin_charge:R:1 method="wB97M-V/def2-TZVPD" fmax_ev_per_a=4.63 homo_ev="-13.656 / -14.271" spin_multiplicity=2 lumo_ha="-0.14008 / -0.25893" total_charge=+1
C -1.2098 1.2413 0.7328 -0.02
N 1.2086 0.1453 1.8994 0.22
C 0.8773 -0.1571 0.5929 -0.30
C -0.2874 0.2284 0.0210 -0.18
C -0.6644 -0.1168 -1.3427 -0.11
C -1.8900 -0.6615 -1.8062 0.12
C 1.8482 -0.7223 -0.3035 -0.01
H -1.7098 0.8961 1.6450 0.09
H -0.8752 2.3383 0.7782 0.13
H -2.1340 1.3590 0.0244 0.11
H 0.4888 0.0025 2.5117 0.08
H 2.0458 -0.4052 2.3123 0.19
H 0.0015 0.1476 -2.2260 0.15
H -2.2012 -0.7771 -2.8716 0.09
H -2.5825 -1.1194 -1.1045 0.07
H 2.6944 -1.3781 0.1536 0.14
H 1.4495 -1.1656 -1.2334 0.10
H 2.3189 0.2131 -0.6516 0.13

Repeat the second record exactly.
25
Properties=species:S:1:pos:R:3:lowdin_charge:R:1 method="wB97M-V/def2-TZVPD" smiles="CC1=C2C(=O)NC=N[N@@H+]2C[C@H]1CO" fmax_ev_per_a=3.75 homo_ev=-14.064 lumo_ha=-0.13914 total_charge=+1
C -3.2508 1.4060 -0.0672 -0.10
C -1.1416 -0.2889 0.2759 -0.06
C -0.0182 -0.8641 -0.1432 -0.12
C -2.4585 -0.8870 0.3497 -0.36
C 0.0461 1.3011 -0.8565 -0.06
C 1.0033 0.1829 -0.5562 -0.22
C 0.1220 -2.3461 -0.3232 0.02
C 2.0160 0.4650 0.5171 -0.17
N -2.0990 1.9258 -0.1043 0.11
N -3.5154 0.0431 0.1149 0.15
N -0.9437 1.1460 0.1900 -0.05
O -2.5965 -2.0815 0.3925 0.14
O 1.2663 0.6852 1.7565 -0.07
H -4.0886 1.9657 -0.4274 0.14
H 0.4816 2.3260 -0.9513 0.17
H -0.3730 1.1441 -1.7874 0.13
H 1.6514 -0.1900 -1.4053 0.19
H 0.8107 -2.6913 -1.0679 0.08
H -0.8755 -2.6782 -0.7561 0.12
H 0.4077 -2.6385 0.6967 0.12
H 2.7090 1.4002 0.2233 0.18
H 2.6693 -0.4249 0.7443 0.14
H -4.4011 -0.2660 -0.3170 0.18
H -0.7338 1.7243 1.0687 0.23
H 1.9793 0.8885 2.3693 0.10